C27H27N6O12 | wB97M-V/def2-TZVPD

```
72
Properties=species:S:1:pos:R:3:forces:R:3
O -3.944 4.697 -4.235 3.7 -1.8 1.9
O -2.683 -3.213 3.828 -0.5 0.4 0.6
O -0.167 -1.006 0.889 -2.1 -3.3 1.0
O 2.625 1.208 -7.642 -0.6 -1.9 2.2
O 6.763 -6.437 -1.270 -1.3 1.9 -0.6
O -2.335 3.133 -4.094 -1.2 1.2 0.1
O -5.798 -0.353 6.452 2.0 4.9 0.3
O 2.134 -0.857 -7.283 -0.3 -1.6 0.6
O 1.369 0.378 0.496 1.2 -0.3 -0.1
O -0.609 0.945 -0.019 -0.7 -1.4 0.3
O -5.728 1.869 6.925 0.1 -0.3 1.1
O 6.495 -5.218 -3.089 -1.2 -0.4 3.4
N 0.162 0.041 0.461 1.7 5.1 -1.4
N 6.270 -5.452 -1.852 1.7 0.0 -1.8
N 2.255 0.249 -6.849 1.2 3.4 -4.4
N -2.871 4.167 -3.721 -1.6 0.7 -0.8
N -1.043 -4.611 3.336 3.9 -1.9 -1.3
N -5.365 0.913 6.302 -2.4 -4.4 -2.3
C -3.288 0.279 2.982 -1.2 2.3 3.0
C 0.801 0.203 -3.213 2.4 1.3 -3.0
C 4.585 -3.322 1.241 -0.5 -0.6 -1.9
C 1.040 -0.246 -4.693 5.0 8.9 2.9
C -4.612 2.590 4.491 0.5 -2.4 0.8
C -3.842 2.747 3.160 -1.2 1.4 1.8
C 5.481 -4.397 0.491 -2.0 2.5 -1.8
C -2.080 -4.247 4.075 0.3 1.8 -2.2
C 2.195 2.178 -5.096 -0.6 -3.2 3.7
C -1.175 4.152 -1.813 0.2 3.4 -0.3
C 3.660 -2.464 0.574 0.6 -0.1 -3.1
C -3.984 -0.032 4.259 -0.3 6.4 -2.0
C -2.149 4.898 -2.605 -0.8 1.6 1.0
C -1.644 7.034 -1.421 -1.3 -1.0 -0.5
C -0.238 -5.900 3.455 -0.3 2.2 1.9
C 5.503 -4.450 -1.080 -3.3 4.1 4.3
C 1.265 1.420 -2.675 1.5 0.9 -8.1
C 3.561 -2.393 -0.952 7.4 -6.4 3.5
C -3.132 1.737 2.519 -3.2 -3.4 3.0
C 4.535 -3.213 -1.736 -0.7 -2.2 2.8
C -0.655 6.219 -0.496 -0.6 1.2 -3.4
C 1.937 2.579 -3.652 -0.4 -3.8 -2.9
C -0.307 4.911 -0.836 -3.8 -0.5 -0.9
C 1.971 0.611 -5.548 -4.3 2.3 6.2
C -2.589 6.365 -2.428 6.5 -2.0 4.6
C -0.468 -3.615 2.401 0.2 -0.5 -0.2
C -4.696 1.149 5.016 3.2 1.5 -3.6
H -1.403 -3.120 2.014 1.8 -0.3 -0.7
H 3.050 -1.764 -1.519 -2.6 2.9 -1.8
H -3.811 3.760 2.557 -0.3 -1.9 1.9
H 0.544 -0.575 -2.515 -0.7 -0.1 0.0
H 4.507 -3.216 2.395 0.8 -0.7 -2.2
H 4.399 -3.209 -2.831 0.6 0.0 0.6
H -5.116 3.471 5.274 1.6 -2.7 -3.0
H -0.832 -6.689 3.161 -0.9 -1.8 -1.7
H 0.654 -1.109 -4.916 -1.7 -4.8 -1.8
H -2.359 -4.891 4.825 -0.8 -1.9 2.1
H -0.995 3.085 -1.971 -0.2 0.4 -0.1
H -4.053 -0.969 4.704 0.0 -1.6 0.3
H 0.051 6.601 0.279 -1.2 0.7 -0.7
H 0.442 -4.035 1.776 -2.7 0.4 0.5
H 0.093 -2.912 2.989 -0.2 0.9 0.4
H -1.785 8.227 -1.401 0.5 -3.0 0.6
H 2.728 2.786 -5.847 -0.5 -0.3 0.7
H -2.845 -0.565 2.459 0.1 0.4 0.0
H -2.775 2.027 1.583 1.2 -0.3 -1.3
H 2.976 -1.701 1.013 0.7 -0.9 0.4
H -3.379 6.988 -2.796 -0.1 -0.5 -0.8
H 1.295 1.567 -1.696 -0.2 0.7 4.3
H 0.395 4.427 -0.160 -0.1 -0.4 -0.6
H 6.024 -4.972 1.290 -0.2 0.1 -1.8
H 2.296 3.628 -3.345 -0.9 -1.9 -0.2
H -0.125 -6.165 4.484 0.0 0.3 1.3
H 0.819 -5.918 3.138 -0.9 0.6 -0.7
```
Forces are in eV/Å.

Properties
2S+1: 1
Energy relative to the best compared isomer or geometry (same formula, charge and spin): 133.1 kJ/mol
Energy: -61918.7199 eV
LUMO: 0.442 eV
Total charge: -1
Orbital gap: 6.4182 eV

These are the Löwdin partial charges, in e, on atoms 1 to 6:
1 O -0.0068
2 O -0.0058
3 O 0.0010
4 O -0.0182
5 O 0.0331
6 O 0.0683



C3H8N2O | wB97M-V/def2-TZVPD

```
14
Properties=species:S:1:pos:R:3:forces:R:3
O 0.338 0.302 -1.788 1.6 2.6 1.6
N -1.075 -1.439 -1.366 0.7 0.4 -0.1
N 0.294 -0.432 0.326 0.1 -0.8 0.1
C 0.789 1.648 -0.782 -0.2 -0.2 -3.0
C -0.542 -0.672 1.483 0.1 -0.5 -0.4
C -0.145 -0.633 -1.012 -1.7 -0.5 2.3
H -0.058 2.296 -0.983 0.1 0.0 -0.3
H 1.296 -0.423 0.460 -0.3 -0.1 0.0
H -0.861 -1.718 1.553 -0.1 0.0 0.2
H -1.299 -2.070 -0.599 0.2 0.0 -0.1
H -1.436 -0.048 1.416 0.0 0.0 0.1
H 0.004 -0.424 2.396 0.0 0.0 -0.2
H 1.022 1.751 0.274 -0.2 -1.2 -0.1
H 1.672 1.862 -1.375 -0.2 0.5 0.0
```
Forces are in eV/Å.

Properties
2S+1: 1
Energy relative to the best compared isomer or geometry (same formula, charge and spin): 332.4 kJ/mol
Energy: -8265.8811 eV
SMILES string: [H]/N=C(\NC)OC
LUMO: 0.606 eV
Orbital gap: 9.5160 eV

These are the Löwdin partial charges, in e, on atoms 1 to 6:
1 O -0.0338
2 N 0.1396
3 N -0.0902
4 C 0.0917
5 C -0.0994
6 C -0.6090



C13H30CoIO2P2 | wB97M-V/def2-TZVPD

```
49
Properties=species:S:1:pos:R:3:forces:R:3
I -0.018 -0.307 -4.460 0.0 -0.4 0.1
Co -0.070 0.288 0.358 2.0 -4.3 -0.5
P 2.144 0.124 0.067 4.0 0.3 -0.8
P -2.150 0.155 0.086 -6.2 0.2 -1.0
O 0.082 2.929 1.534 -0.3 -4.9 -3.3
O 0.004 2.128 -6.084 0.0 -3.2 -0.3
C -0.007 0.929 -6.267 0.0 3.9 -0.2
C 0.782 -1.651 4.184 0.2 -1.2 -0.2
C -2.846 0.220 -1.602 0.2 0.0 -0.4
C 2.835 0.177 -1.621 -0.2 0.0 -0.3
C -0.833 0.221 3.866 -0.2 0.2 0.1
C 0.022 1.916 0.938 0.6 9.5 5.1
C 0.333 -0.536 3.247 -0.4 1.2 -0.7
C 3.005 -1.358 0.740 -0.7 -0.3 0.1
C -3.141 1.475 0.908 0.5 0.2 0.1
C 3.140 1.423 0.910 -0.5 0.2 0.1
C -3.051 -1.314 0.751 0.7 -0.4 0.1
C -0.013 0.248 -7.604 0.0 -0.1 0.0
C -0.063 -1.137 1.881 0.4 -1.5 2.8
H -2.629 1.195 -2.062 -0.1 -0.3 0.1
H 2.907 1.439 1.985 0.1 0.0 -0.3
H 1.165 0.182 3.117 -0.1 -0.3 0.1
H 1.049 -1.265 5.170 -0.1 0.2 -0.2
H 0.864 -0.386 -7.714 0.0 -0.1 0.1
H 4.085 -1.306 0.527 -0.5 0.2 0.0
H 2.904 2.409 0.485 0.2 -0.2 0.1
H 2.580 -2.248 0.260 0.2 0.0 0.2
H -2.404 -0.567 -2.231 -0.2 0.3 0.2
H 2.628 1.155 -2.080 0.1 -0.3 0.1
H -1.732 -0.407 3.950 0.3 0.1 0.1
H -3.938 0.079 -1.529 0.5 0.1 0.0
H -0.010 1.001 -8.399 0.0 0.0 0.4
H 1.651 -2.190 3.792 -0.1 0.1 0.1
H -0.021 -2.394 4.318 0.2 0.3 0.0
H -2.613 -2.212 0.295 -0.3 0.1 0.2
H -2.944 -1.378 1.841 -0.2 0.1 -0.3
H -1.029 -1.633 1.963 0.0 0.2 -0.3
H -1.102 1.097 3.269 0.0 0.0 0.1
H 2.853 -1.427 1.825 0.1 0.0 -0.3
H -4.209 1.264 0.746 0.4 0.1 0.0
H 3.927 0.016 -1.564 -0.5 0.1 0.0
H -0.899 -0.375 -7.711 0.0 -0.1 0.1
H -4.119 -1.248 0.495 0.4 0.1 0.0
H 2.369 -0.604 -2.242 0.2 0.3 0.1
H -0.560 0.573 4.868 -0.2 -0.1 -0.2
H 4.214 1.210 0.775 -0.5 0.0 0.0
H 0.683 -1.868 1.558 0.0 0.2 -0.6
H -2.888 2.454 0.474 -0.2 -0.2 0.1
H -2.937 1.504 1.988 -0.1 0.0 -0.3
```
Forces are in eV/Å.

Properties
2S+1: 5
Energy relative to the best compared isomer or geometry (same formula, charge and spin): 18.1 kJ/mol
Energy: -82348.8479 eV
LUMO (alpha / beta): -7.418 / -10.548 eV
Total charge: +2
Orbital gap (alpha / beta): 7.0447 / 3.9080 eV

These are the Löwdin partial charges, in e, on atoms 1 to 6:
1 I 0.7491
2 Co 0.4201
3 P 0.7931
4 P 0.7582
5 O 0.2130
6 O 0.0080



C41H55ClN12O4SSiTa | wB97M-V/def2-TZVPD

```
116
Properties=species:S:1:pos:R:3:forces:R:3
Ta -1.009 0.615 1.609 -0.3 0.8 -1.0
Cl 7.623 -2.551 -0.075 0.2 0.0 0.1
S -2.069 1.234 3.799 0.5 -0.7 -1.0
Si -3.573 -1.624 1.086 -2.2 -2.6 -0.3
O -1.942 1.312 -0.679 0.7 -1.1 0.7
O 4.432 1.760 -2.561 0.1 0.2 0.1
O -3.127 2.999 -1.271 -0.1 -0.2 -0.3
O -2.510 -0.368 1.267 2.8 2.6 0.4
N -3.128 5.053 0.324 -0.1 0.0 -0.2
N -2.059 2.967 0.680 1.0 -1.5 1.7
N 0.869 1.682 0.375 -1.3 -0.5 0.2
N 0.526 0.102 3.178 -1.0 -0.6 -1.5
N -0.740 1.573 6.083 -0.2 0.1 0.1
N -0.886 3.902 2.899 0.2 0.3 0.1
N 1.969 2.427 -1.365 -1.1 -0.8 0.7
N 0.292 -1.099 0.907 -0.2 0.5 0.5
N -1.767 4.693 2.142 0.0 0.3 0.3
N 2.680 2.773 -0.299 0.9 0.5 0.6
N -2.424 2.438 -0.471 -0.4 1.1 -0.7
N 0.471 0.598 4.418 0.7 0.5 1.5
C 5.865 -2.315 -2.111 0.4 0.0 0.4
C 3.807 2.633 -4.786 0.0 0.1 0.2
C -1.715 -2.793 2.839 -0.1 -0.1 -0.1
C -1.238 -5.127 1.439 0.0 -0.1 0.0
C -6.855 -0.955 4.344 0.0 0.0 0.0
C 0.864 -2.756 -0.714 0.7 -0.2 0.4
C -4.343 -1.690 -0.704 0.7 0.2 0.9
C 5.409 -1.008 -0.136 0.2 -0.3 0.0
C 4.720 -1.816 -2.697 -0.4 0.2 0.2
C -6.579 -2.232 3.887 -0.1 -0.1 0.0
C -5.294 -2.881 -0.738 0.0 0.0 0.1
C 0.044 -1.760 -0.224 -0.4 0.3 -0.1
C -0.621 -4.917 2.660 0.0 -0.1 0.0
C 2.282 -2.402 1.178 -0.5 0.9 0.8
C 2.594 -0.476 -2.629 0.1 0.2 -0.3
C -5.613 -2.429 2.918 0.2 0.1 -0.1
C 0.883 1.770 -0.962 -0.1 0.2 -0.1
C -3.279 -1.834 -1.791 -0.1 0.0 0.2
C -5.137 -0.406 -0.944 0.1 -0.1 0.1
C 2.709 0.539 -3.781 0.2 0.2 0.4
C -0.639 1.123 4.833 0.2 -0.3 -0.7
C 2.022 2.322 0.729 0.0 0.0 0.1
C -6.159 0.128 3.832 0.0 0.2 0.0
C 2.342 2.834 -2.698 0.9 0.2 -1.1
C 2.024 -3.066 -0.005 -0.7 0.1 -0.6
C 4.908 1.832 -5.502 -0.2 0.0 0.2
C -2.351 4.246 1.024 0.0 0.1 -0.2
C -0.866 -3.749 3.365 0.0 0.1 0.1
C 1.488 -0.765 2.921 -0.4 0.7 0.9
C 3.354 1.909 -3.449 -0.6 0.0 -0.4
C 4.254 -0.538 -0.727 -0.1 -0.2 -0.4
C -2.357 -3.000 1.619 -0.7 0.5 -0.4
C 1.385 -1.428 1.645 0.4 -0.9 -1.2
C 2.525 -1.079 3.937 -0.2 -0.1 0.0
C 6.214 -1.915 -0.822 -0.4 0.1 -0.3
C -2.109 -4.179 0.927 -0.1 0.0 0.0
C 4.387 4.021 -4.469 0.0 -0.2 0.0
C -4.904 -1.348 2.397 0.8 0.0 -0.5
C 2.660 2.803 -5.788 0.1 -0.1 0.2
C -5.193 -0.067 2.864 0.2 -0.2 -0.2
C 3.888 -0.928 -2.016 0.1 -0.3 0.3
H 0.025 -5.672 3.076 0.1 -0.1 0.1
H 0.613 -3.275 -1.625 -0.1 0.0 -0.1
H -5.650 -0.471 -1.902 0.0 0.0 -0.1
H -5.407 -3.428 2.568 0.0 -0.2 0.0
H -6.372 1.126 4.177 -0.1 0.1 0.1
H -0.432 -3.602 4.341 0.1 0.0 0.1
H -4.781 -3.818 -0.542 0.0 -0.2 0.0
H 1.709 0.712 -4.179 0.0 0.0 -0.2
H 0.118 1.382 -1.606 0.0 0.0 -0.3
H 1.949 -0.090 -1.839 0.0 -0.2 0.0
H -1.931 -1.893 3.403 0.0 0.1 0.2
H 0.002 1.387 6.744 0.0 0.0 -0.1
H 4.458 -2.140 -3.693 0.0 -0.1 -0.2
H 1.837 3.390 -5.392 -0.2 0.1 0.1
H 3.169 -2.642 1.741 0.0 0.0 0.1
H 4.561 0.869 -5.862 0.0 -0.1 0.0
H -1.632 1.867 6.448 0.1 0.0 0.0
H -3.544 4.731 -0.550 0.2 0.1 0.4
H -3.307 6.002 0.621 0.1 0.0 0.0
H -1.296 3.735 3.822 0.1 0.1 -0.4
H -7.612 -0.802 5.095 -0.1 0.0 0.1
H -0.007 4.406 3.032 -0.2 0.0 -0.2
H 5.696 -0.678 0.849 0.1 0.0 0.1
H -3.767 -1.957 -2.759 0.0 0.0 -0.1
H 4.995 4.354 -5.305 0.0 0.1 -0.1
H -4.650 0.776 2.452 -0.1 0.2 0.0
H 3.639 0.167 -0.186 -0.1 0.2 0.1
H -2.648 -2.705 -1.628 0.1 -0.2 -0.1
H -2.612 -4.380 -0.006 -0.1 -0.1 -0.2
H -7.121 -3.076 4.282 -0.1 -0.1 0.1
H 2.996 -2.039 3.763 0.0 0.0 -0.1
H -0.852 -1.463 -0.750 -0.1 -0.1 -0.1
H 2.352 2.450 1.741 0.1 0.0 0.2
H 2.106 -1.354 -3.063 -0.2 0.0 0.1
H -1.994 5.632 2.465 0.1 -0.3 -0.1
H 2.704 -3.822 -0.369 0.1 0.0 0.0
H -5.889 -0.251 -0.174 -0.1 0.1 0.1
H 5.220 2.395 -6.377 0.1 0.1 0.0
H 6.491 -3.015 -2.642 0.1 -0.1 0.0
H 3.289 -0.301 3.931 0.1 0.1 0.0
H 1.434 2.936 -3.291 0.0 0.1 0.1
H 5.795 1.683 -4.892 0.2 0.0 0.1
H -1.070 -6.046 0.900 0.0 -0.1 -0.1
H 2.282 1.849 -6.141 -0.1 -0.1 -0.1
H -5.751 -2.955 -1.724 -0.1 0.0 -0.1
H 3.301 0.063 -4.561 -0.1 0.0 -0.1
H 2.832 3.800 -2.572 -0.2 0.0 0.0
H -6.094 -2.765 -0.011 -0.1 -0.1 0.1
H 3.044 3.336 -6.654 0.0 0.1 -0.1
H -2.665 -0.936 -1.841 0.2 0.1 -0.1
H 5.237 1.584 -3.060 0.0 -0.1 0.0
H 3.606 4.764 -4.332 -0.1 0.1 0.1
H 2.078 -1.063 4.932 0.0 0.0 -0.1
H 5.024 3.998 -3.588 0.1 0.1 0.1
H -4.480 0.459 -0.977 0.1 0.2 0.0
```
Forces are in eV/Å.

Properties
2S+1: 1
Energy relative to the best compared isomer or geometry (same formula, charge and spin): 186.8 kJ/mol
Energy: -102245.8901 eV
LUMO: -10.075 eV
Total charge: +3
Orbital gap: 4.3746 eV

These are the Löwdin partial charges, in e, on atoms 1 to 6:
1 Ta 1.8197
2 Cl 0.7252
3 S 0.7178
4 Si 0.6429
5 O -0.0911
6 O 0.0128



C4H5N2 | wB97M-V/def2-TZVPD

```
11
Properties=species:S:1:pos:R:3:forces:R:3
N 1.288 0.772 0.505 -2.3 -2.0 1.6
N -0.753 0.217 -0.351 1.3 0.3 1.1
C -1.836 0.564 0.177 0.6 -1.1 -1.1
C 0.010 -0.968 -0.433 1.4 -1.3 0.9
C 1.176 -0.607 0.308 0.5 -1.3 0.2
C 0.517 0.666 -0.655 0.4 2.8 -3.8
H -0.207 -1.883 -1.058 0.4 1.3 0.9
H -2.455 -0.236 0.353 -2.0 -1.4 0.6
H 2.223 1.107 0.572 0.7 0.4 -0.5
H 2.098 -1.185 0.319 -0.3 -0.3 -0.4
H -2.062 1.554 0.263 -0.6 2.5 0.4
```
Forces are in eV/Å.

Properties
2S+1: 1
Energy relative to the best compared isomer or geometry (same formula, charge and spin): 465.3 kJ/mol
Energy: -7195.7289 eV
SMILES string: C=[N+]1[C@@H]2[C@@H]3N[C@]321
LUMO: -5.144 eV
Total charge: +1
Orbital gap: 9.1195 eV

These are the Löwdin partial charges, in e, on atoms 1 to 6:
1 N 0.1336
2 N -0.0680
3 C 0.2489
4 C 0.0339
5 C -0.0062
6 C -0.0642